Computed, not measured: C54H41N4O4RuSe as an isolated structure in a non-equilibrium geometry, with the ωB97M-V functional and the def2-TZVPD basis.

XYZ file:
```
105
Properties=species:S:1:pos:R:3:forces:R:3
Ru -1.2391 -0.9401 0.7799 -0.161 -0.170 0.154
C 3.5066 6.4887 2.9010 0.049 0.050 -0.053
O 2.5215 6.2318 3.8829 -0.100 -0.006 0.094
C 1.6598 5.2058 3.6397 -0.056 -0.095 -0.086
C 1.3909 4.7068 2.3683 0.030 0.048 -0.018
C 0.5699 3.6006 2.2313 -0.025 -0.068 0.201
C 0.0172 2.9557 3.3423 0.004 -0.077 0.042
C 0.2280 3.5175 4.5957 -0.084 -0.074 -0.033
C 1.0272 4.6396 4.7396 0.042 0.102 0.180
C -0.6319 1.6381 3.0344 -0.456 0.283 -0.547
C -1.7886 1.7171 2.2212 -0.111 0.607 0.362
C -2.6642 2.8401 2.2146 0.463 -0.375 0.165
C -3.4310 2.7370 1.0843 -0.115 -0.522 -0.496
C -3.0136 1.5563 0.4128 0.133 0.560 1.121
N -2.0730 0.9018 1.1560 -0.160 0.249 -0.364
C -3.3054 1.2617 -0.9606 0.370 -0.424 -0.695
C -2.9516 0.1008 -1.5984 -0.442 0.400 -0.126
C -3.1920 -0.1308 -3.0128 0.150 -0.039 0.080
C -2.4855 -1.2189 -3.3600 0.012 0.001 0.100
C -1.7989 -1.6850 -2.1666 -0.549 0.682 0.156
C -0.8124 -2.6601 -2.2011 0.608 -0.087 0.364
C -0.0624 -2.7896 -3.4966 -0.116 -0.047 -0.031
C 0.8844 -1.7887 -3.7200 -0.116 -0.193 -0.027
C 1.6652 -1.7654 -4.8652 0.020 0.041 -0.046
C 1.5014 -2.7646 -5.8198 -0.071 0.004 0.126
O 2.2075 -2.8441 -6.9779 -0.024 -0.041 -0.023
C 3.1637 -1.8366 -7.2316 0.064 0.038 -0.050
C 0.5602 -3.7666 -5.6061 0.006 -0.120 -0.137
C -0.2111 -3.7823 -4.4573 -0.082 0.049 0.098
C -0.1132 -3.1367 -1.0645 0.126 -0.438 -0.360
N -0.0223 -2.4659 0.1283 0.465 -0.063 0.251
C 1.0282 -3.0217 0.8013 -0.237 -0.802 -1.082
C 1.7247 -2.4127 1.8948 0.061 0.812 0.362
C 3.2123 -2.6145 1.9022 -0.003 0.007 0.024
C 3.9444 -3.3546 2.8212 -0.172 -0.036 -0.057
C 5.3294 -3.3175 2.8109 0.153 -0.079 0.108
C 6.0098 -2.5199 1.8996 -0.128 0.015 -0.014
O 7.3648 -2.4554 2.0262 -0.034 -0.113 0.034
C 8.0038 -1.3099 1.4967 0.058 0.038 -0.041
C 5.2918 -1.8375 0.9216 0.036 0.019 -0.039
C 3.9085 -1.8968 0.9271 -0.037 -0.088 0.178
C 1.2564 -1.3361 2.6042 0.453 -0.514 0.124
C 2.0125 -0.6852 3.6598 -0.071 0.064 -0.133
C 1.3619 0.4475 3.9709 -0.081 -0.006 -0.075
C 0.1860 0.5169 3.1198 0.445 -0.727 -0.120
N 0.1115 -0.6082 2.3439 -0.285 0.530 0.368
C 1.5222 -4.1474 0.0845 -0.073 0.442 0.692
C 0.8150 -4.2154 -1.0857 -0.401 0.378 -0.205
N -2.1676 -0.9189 -1.0929 0.301 -0.491 -0.300
C -3.4756 2.4641 -1.8447 -0.039 -0.043 -0.003
C -4.6739 2.9909 -2.3096 0.022 -0.086 0.131
C -4.6758 4.0704 -3.1755 -0.130 0.085 -0.087
C -3.4825 4.6467 -3.5979 -0.006 -0.100 0.094
O -3.5925 5.6814 -4.4724 -0.050 -0.006 -0.003
C -2.4053 6.1608 -5.0686 0.047 0.062 -0.047
C -2.2750 4.1494 -3.1173 0.043 0.026 -0.025
C -2.2849 3.0695 -2.2484 -0.210 -0.041 0.001
H 4.2385 7.1404 3.3717 -0.013 0.016 -0.026
H 3.0935 6.9925 2.0230 -0.031 -0.002 0.025
H 3.9953 5.5622 2.5868 -0.013 0.014 0.001
H 1.8154 5.1678 1.4866 0.035 -0.031 0.029
H 0.3788 3.1948 1.2446 0.005 0.013 0.003
H -0.2275 3.0659 5.4684 0.030 -0.008 0.022
H 1.1960 5.0844 5.7120 0.033 -0.058 0.012
H -2.6840 3.6112 2.9668 0.053 0.049 -0.030
H -4.1958 3.4144 0.7424 0.031 0.027 -0.083
H -3.8296 0.4736 -3.6364 0.021 0.051 0.012
H -2.4259 -1.6905 -4.3270 0.060 -0.009 -0.006
H 1.0074 -1.0128 -2.9729 0.021 0.004 -0.017
H 2.3844 -0.9692 -4.9995 -0.014 -0.033 -0.003
H 3.6106 -2.0845 -8.1906 0.008 0.019 0.008
H 3.9439 -1.8198 -6.4653 -0.021 -0.011 0.001
H 2.6987 -0.8487 -7.2963 -0.007 -0.017 0.014
H 0.4500 -4.5296 -6.3660 -0.015 -0.016 0.029
H -0.9400 -4.5684 -4.3042 0.003 -0.021 -0.030
H 3.4255 -3.9501 3.5622 0.018 0.008 0.029
H 5.9090 -3.8891 3.5245 -0.027 0.049 0.048
H 9.0120 -1.3130 1.9034 0.002 0.003 -0.033
H 7.4890 -0.3972 1.8095 0.002 -0.013 -0.013
H 8.0603 -1.3338 0.4052 -0.012 -0.039 0.009
H 5.7989 -1.2608 0.1597 -0.008 0.030 0.051
H 3.3448 -1.3520 0.1787 0.023 0.018 0.001
H 2.9215 -1.0687 4.0923 0.025 0.001 -0.037
H 1.6284 1.1824 4.7116 0.010 0.035 -0.024
H 2.3174 -4.7912 0.4219 0.064 0.028 -0.033
H 0.9261 -4.9309 -1.8833 0.027 0.061 -0.074
H -5.6092 2.5421 -1.9986 -0.028 0.017 -0.031
H -5.6016 4.4833 -3.5555 -0.011 -0.032 0.016
H -2.7168 6.9048 -5.7969 0.024 0.006 0.009
H -1.8657 5.3589 -5.5807 -0.011 0.002 0.020
H -1.7433 6.6314 -4.3362 -0.023 -0.012 0.010
H -1.3297 4.5829 -3.4142 -0.033 -0.010 0.000
H -1.3467 2.6717 -1.8785 0.005 0.012 -0.024
Se -2.8874 -2.3113 2.0213 -0.078 -0.011 0.053
C -4.1572 -3.4360 2.9555 0.227 0.164 -0.162
C -5.1107 -4.1556 2.2451 0.036 0.023 -0.111
C -6.0207 -4.9512 2.9238 -0.086 -0.051 0.045
C -5.9867 -5.0366 4.3086 0.051 0.042 -0.032
C -5.0309 -4.3173 5.0125 -0.057 -0.073 0.053
C -4.1178 -3.5183 4.3426 0.082 0.082 0.021
H -5.1399 -4.0915 1.1654 0.015 -0.003 0.000
H -6.7638 -5.5107 2.3695 0.015 0.016 -0.032
H -6.6989 -5.6583 4.8350 0.001 -0.001 -0.002
H -4.9990 -4.3801 6.0931 0.029 0.023 -0.002
H -3.3743 -2.9575 4.8936 -0.007 0.012 -0.005
```
Positions in Å, forces in eV/Å.

Summary:
- Lowest unoccupied orbital energy (alpha / beta): -0.02376 / -0.09683 Eh
- Charge: 0
- Largest force on an atom: 1.37 eV/A
- Multiplicity: 6
- HOMO level (alpha / beta): -5.46 / -7.07 eV
- DFT total energy: -5098.51595 Eh
- <S²>: 8.877
- Frontier orbital gap (alpha / beta): 4.81 / 4.44 eV